1.
{
  "formula": "C3H3NO2",
  "method": "ωB97M-V with the def2-TZVPD basis set",
  "elements": ["O", "C", "N", "O", "C", "C", "H", "H", "H"],
  "positions_angstrom": [[2.21, -0.16, 0.41], [1.01, -0.35, 0.36], [0.34, -1.54, 0.45], [-1.01, -1.22, 0.23], [-1.21, -0.02, -0.14], [0.07, 0.71, -0.22], [0.87, 0.62, -1.12], [-2.28, 0.25, -0.20], [0.00, 1.72, 0.23]],
  "nbo_charge": [-0.621, 0.560, -0.279, -0.195, 0.343, -0.669, 0.368, 0.215, 0.279],
  "lumo_energy_ev": [-1.1, -1.1],
  "relative_energy_kcal_mol": 108.8,
  "total_energy_ev": -8740.4138
}

---

2.
{
  "formula": "C3H3NO2",
  "method": "ωB97M-V with the def2-TZVPD basis set",
  "elements": ["O", "C", "C", "O", "C", "N", "H", "H", "H"],
  "positions_angstrom": [[0.45, -1.61, 0.05], [-0.13, -0.39, 0.13], [-0.34, 0.32, -1.11], [-0.09, -0.23, -2.17], [-0.12, 0.31, 1.34], [-0.33, 0.75, 2.46], [0.67, -1.70, -0.90], [0.62, 1.19, 1.29], [-0.76, 1.34, -1.05]],
  "nbo_charge": [-0.614, 0.149, 0.292, -0.558, -0.072, -0.207, 0.508, 0.360, 0.141],
  "lumo_energy_ev": [-1.4, -0.4],
  "relative_energy_kcal_mol": 117.8,
  "total_energy_ev": -8740.0244
}

---

3.
{
  "formula": "C3H3NO2",
  "method": "ωB97M-V with the def2-TZVPD basis set",
  "elements": ["O", "C", "O", "C", "C", "N", "H", "H", "H"],
  "positions_angstrom": [[1.63, 0.12, 1.19], [1.58, 0.22, -0.01], [0.53, -0.10, -0.77], [-0.63, -0.53, -0.06], [-1.56, 0.58, 0.11], [-2.42, 1.35, 0.02], [2.39, 0.58, -0.65], [-1.16, -1.23, -0.71], [-0.36, -1.00, 0.89]],
  "nbo_charge": [-0.565, 0.647, -0.485, -0.191, 0.241, -0.279, 0.138, 0.240, 0.253],
  "smiles": "N#CCOC=O",
  "lumo_energy_ev": 0.6,
  "relative_energy_kcal_mol": 30.0,
  "total_energy_ev": -8743.8286
}

---

4.
{
  "formula": "C3H3NO2",
  "method": "ωB97M-V with the def2-TZVPD basis set",
  "elements": ["C", "C", "C", "H", "H", "H", "N", "O", "O"],
  "positions_angstrom": [[-0.11, -0.37, 0.28], [-0.96, 0.52, -0.36], [1.09, -0.12, -0.26], [0.03, -1.24, 1.88], [-2.10, 0.55, -0.33], [2.12, -0.56, -0.25], [-0.36, 1.31, -1.16], [-0.73, -1.12, 1.25], [1.01, 1.03, -1.05]],
  "nbo_charge": [0.129, -0.058, 0.025, 0.484, 0.231, 0.223, -0.101, -0.641, -0.292],
  "smiles": "Oc1cnoc1",
  "lumo_energy_ev": 0.5,
  "relative_energy_kcal_mol": 73.5,
  "total_energy_ev": -8741.9448
}

---

5.
{
  "formula": "C3H3NO2",
  "method": "ωB97M-V with the def2-TZVPD basis set",
  "elements": ["O", "C", "N", "C", "C", "O", "H", "H", "H"],
  "positions_angstrom": [[0.00, 1.28, 2.09], [0.02, 0.71, 1.04], [0.00, -0.66, 0.78], [0.10, -0.84, -0.61], [0.13, 0.38, -1.16], [0.07, 1.35, -0.18], [-0.75, -1.13, 1.27], [0.25, -1.81, -1.06], [0.19, 0.72, -2.18]],
  "nbo_charge": [-0.575, 0.856, -0.632, -0.119, 0.068, -0.459, 0.415, 0.230, 0.218],
  "smiles": "O=c1[nH]cco1",
  "lumo_energy_ev": 0.8,
  "relative_energy_kcal_mol": 18.2,
  "total_energy_ev": -8744.3434
}

---

6.
{
  "formula": "C3H3NO2",
  "method": "ωB97M-V with the def2-TZVPD basis set",
  "elements": ["C", "C", "C", "H", "H", "H", "N", "O", "O"],
  "positions_angstrom": [[-0.91, -0.35, 0.04], [-0.07, 0.94, 0.00], [1.37, 0.48, 0.02], [0.74, -1.47, 0.14], [-1.24, -0.40, 1.16], [-1.87, -0.25, -0.45], [2.49, 0.24, -0.15], [-0.12, -1.32, -0.44], [-0.40, 2.13, -0.32]],
  "nbo_charge": [-0.146, 0.478, 0.128, 0.500, 0.183, 0.231, -0.244, -0.683, -0.447],
  "smiles": "N#CC(=O)CO",
  "lumo_energy_ev": -0.9,
  "relative_energy_kcal_mol": 64.5,
  "total_energy_ev": -8742.3349
}

---

7.
{
  "formula": "C3H3NO2S",
  "method": "ωB97M-V with the def2-TZVPD basis set",
  "elements": ["C", "C", "C", "N", "O", "O", "S", "H", "H", "H"],
  "positions_angstrom": [[1.49, 0.70, -0.36], [-1.03, -0.53, -0.93], [0.14, -0.77, 1.18], [-0.76, -0.78, 0.32], [-0.04, 1.60, -2.41], [0.21, -0.21, 2.36], [0.37, 0.54, -1.49], [1.37, -0.17, 0.36], [-1.69, -1.01, -1.50], [-0.06, 0.64, 2.48]],
  "nbo_charge": [-0.591, -0.257, 0.460, -0.346, -0.880, -0.629, 1.378, 0.150, 0.223, 0.492],
  "lumo_energy_ev": [-1.4, -1.4],
  "relative_energy_kcal_mol": 211.3,
  "total_energy_ev": -19571.6122
}

---

8.
{
  "formula": "C3H3NO2S",
  "method": "ωB97M-V with the def2-TZVPD basis set",
  "elements": ["C", "C", "C", "N", "O", "O", "S", "H", "H", "H"],
  "positions_angstrom": [[-0.26, 1.81, 0.15], [1.19, 0.12, -0.36], [-0.02, -0.48, 0.25], [-0.88, 0.61, 0.65], [-2.64, -1.34, 0.16], [0.84, 1.53, -0.34], [-1.79, -0.38, -0.52], [2.13, -0.22, 0.31], [1.28, -0.30, -1.31], [0.16, -1.36, 1.02]],
  "nbo_charge": [0.390, -0.165, -0.260, -0.657, -0.888, -0.446, 1.337, 0.221, 0.216, 0.251],
  "lumo_energy_ev": 0.1,
  "relative_energy_kcal_mol": 134.2,
  "total_energy_ev": -19574.9586
}